No. 1
The following is a quantum chemistry calculation of a structure of composition C18H21NO10Sr, from the OMol25 dataset.

The geometry in XYZ format:
```
51
Properties=species:S:1:pos:R:3:forces:R:3
Sr -0.2572 -0.6939 -0.2755 0.16 -0.07 0.15
C -5.5896 0.1039 5.1901 2.38 -0.65 -2.85
C -6.4563 1.0569 5.5951 -2.51 0.62 4.60
C -6.6080 2.3837 4.8382 -6.30 1.35 2.97
O -7.6204 3.1854 5.0826 1.83 -1.92 0.80
C -5.9211 2.6933 3.7684 5.87 -1.85 -4.02
C -4.7605 1.7895 3.3750 -0.88 0.79 0.31
C -4.6989 0.3546 4.0788 0.69 -1.28 0.05
O -3.8505 -0.4884 3.6629 -1.17 1.48 0.44
O -3.8788 2.0575 2.5513 -0.77 -0.09 0.39
O -7.0910 0.7846 6.7063 0.73 1.62 -2.81
H -5.6028 -0.8202 5.7490 0.33 -0.12 -0.17
H -6.1179 3.5881 3.1967 0.06 0.01 0.05
C 3.8470 -6.1209 -3.7986 1.11 -1.22 1.16
C 3.3245 -5.3649 -2.7641 -2.55 2.61 -2.50
C 3.3864 -5.8137 -1.3154 -0.29 3.79 2.71
O 3.0183 -5.0056 -0.3717 -0.42 -0.73 -1.93
C 4.1371 -6.8737 -0.9323 1.56 -3.48 -1.92
C 4.7482 -7.7532 -1.9526 0.23 0.89 -0.03
C 4.4817 -7.3552 -3.4924 0.10 -0.81 0.23
O 4.8436 -8.1511 -4.3540 0.25 -0.23 -0.04
O 5.5304 -8.6802 -1.7279 -0.80 0.60 -0.01
O 2.6760 -4.3184 -3.1846 0.90 -1.30 2.26
H 3.7833 -5.7742 -4.8195 -0.10 -0.04 0.03
H 4.3370 -7.1329 0.0969 -0.19 0.25 0.12
C -5.0864 2.6699 -4.7680 0.91 0.16 -0.01
C -3.8870 1.7512 -4.8743 0.00 -0.75 -0.68
O -3.7751 0.8205 -3.8337 0.03 -0.11 1.23
H -4.9962 3.3208 -5.6377 -0.50 0.24 0.03
H -4.9406 3.2536 -3.8591 -0.31 0.15 -0.02
H -6.0545 2.1698 -4.7368 0.09 -0.08 -0.11
H -2.9660 2.3329 -4.9119 -0.01 0.02 0.13
H -3.8989 1.0982 -5.7470 -0.18 0.61 -0.84
H -4.6306 0.3861 -3.8010 0.01 -0.27 0.31
C 4.8778 3.6357 -0.4016 0.02 -0.70 1.08
C 4.0033 2.4688 0.0996 -0.92 -0.31 -0.90
C 3.6851 2.5357 1.5852 -1.09 0.50 -1.17
O 2.8019 1.4591 1.9674 1.22 0.85 -1.03
C 2.5069 1.5510 3.3114 0.17 0.44 1.87
N 2.7132 2.5005 -0.6669 0.23 0.21 0.13
H 5.7734 3.6692 0.2187 0.34 0.19 -0.31
H 4.3440 4.5755 -0.2601 -0.08 0.06 0.04
H 5.1176 3.5418 -1.4607 0.13 -0.15 0.13
H 4.4237 1.4758 -0.0599 0.38 0.11 -0.39
H 3.1602 3.4888 1.6490 -0.45 0.26 0.65
H 4.6008 2.6803 2.1585 0.06 -0.74 0.41
H 3.4184 1.6098 3.9061 0.40 -0.56 0.16
H 1.8900 0.7338 3.6852 0.10 -0.14 -0.44
H 2.0311 2.4792 3.6281 -0.60 0.32 -0.54
H 2.9307 2.7417 -1.6233 0.45 -0.81 -0.66
H 2.2968 3.3993 -0.4696 -0.61 0.26 0.93
```
Forces are in eV/Å.

As for the max |F|: 7.3 eV Å⁻¹. The value obtained for the highest occupied orbital energy is -0.052 Ha. As for the spin multiplicity: 1. The energy is -41798.1781 eV. The total charge is -2. The value obtained for the LUMO energy is 0.04 eV. The calculation puts the orbital gap at 1.46 eV.


No. 2
The following is a quantum chemistry calculation of an isolated molecule of C18H21NO2, from the OMol25 dataset.

The geometry in XYZ format:
```
42
Properties=species:S:1:pos:R:3:forces:R:3
C -6.9896 -0.6440 -0.8231 -0.10 0.00 -0.04
C -6.0022 -1.5184 -1.2440 -0.04 -0.05 -0.08
C -4.7292 -1.4369 -0.7089 0.01 0.02 0.03
C -4.4248 -0.4844 0.2551 0.02 -0.09 0.14
C -3.0311 -0.3717 0.8036 0.03 0.24 -0.23
C -2.1892 0.5679 -0.0663 0.31 -0.20 0.32
C -0.7677 0.7130 0.4666 -0.16 0.06 -0.13
N 0.0292 1.5206 -0.4397 -0.23 0.27 -0.07
C 1.3442 1.8677 0.0572 0.30 -0.21 -0.03
C 2.3090 0.6775 -0.0235 -0.36 -0.19 0.33
C 2.5636 -0.0057 1.3236 -0.19 0.44 -0.20
O 3.4001 -1.1271 1.1618 0.31 -0.27 -0.18
C 4.4980 -0.8723 0.3779 -0.02 0.11 0.03
C 5.5535 -1.7744 0.3994 -0.16 0.12 0.00
C 6.6893 -1.5343 -0.3495 0.02 -0.07 0.05
C 6.7845 -0.3842 -1.1167 0.03 0.05 -0.07
C 5.7319 0.5093 -1.1598 -0.18 -0.02 0.12
C 4.5769 0.2680 -0.4261 0.02 -0.12 0.00
O 3.5439 1.1637 -0.5232 0.33 0.07 0.00
C -5.4219 0.3894 0.6685 0.03 -0.02 0.00
C -6.6962 0.3107 0.1352 -0.08 0.07 0.00
H -7.9843 -0.7074 -1.2392 -0.07 -0.01 -0.03
H -6.2252 -2.2667 -1.9907 -0.02 -0.06 -0.05
H -3.9617 -2.1226 -1.0391 0.09 -0.08 -0.03
H -2.5590 -1.3559 0.8269 0.01 -0.02 0.07
H -3.0623 0.0162 1.8243 0.01 -0.07 0.04
H -2.6684 1.5495 -0.1026 -0.03 0.04 -0.05
H -2.1444 0.1824 -1.0860 -0.03 0.03 -0.05
H -0.7946 1.1402 1.4866 0.03 -0.10 -0.04
H -0.3050 -0.2759 0.5316 -0.05 -0.04 0.09
H -0.4813 2.3710 -0.6564 0.07 -0.09 0.00
H 1.7565 2.6470 -0.5870 0.00 -0.04 0.10
H 1.3232 2.2505 1.0937 0.01 0.02 -0.08
H 1.9037 -0.0633 -0.7292 0.04 0.10 0.07
H 1.6400 -0.3732 1.7713 0.03 0.10 -0.03
H 3.0353 0.7212 2.0012 -0.08 -0.06 -0.04
H 5.4603 -2.6536 1.0169 -0.02 -0.10 0.09
H 7.5044 -2.2409 -0.3257 0.07 -0.06 0.01
H 7.6764 -0.1868 -1.6911 0.08 0.02 -0.06
H 5.7754 1.4031 -1.7614 -0.01 0.11 -0.09
H -5.1986 1.1353 1.4185 0.03 0.07 0.09
H -7.4624 0.9955 0.4689 -0.06 0.05 0.03
```
Forces are in eV/Å.

As for the max |F|: 0.5 eV Å⁻¹. The value obtained for the highest occupied orbital energy is -0.304 Ha. As for the spin multiplicity: 1. The calculation puts the energy relative to the best compared isomer or geometry (same formula, charge and spin) at 108.72 kJ/mol. The energy is -24591.5093 eV. The total charge is 0. Its SMILES is c1ccc(CCCNC[C@@H]2COc3ccccc3O2)cc1. The value obtained for the LUMO energy is 0.82 eV. The calculation puts the orbital gap at 9.10 eV.


No. 3
The following is a quantum chemistry calculation of an isolated molecule of C18H21NO2, from the OMol25 dataset.

The geometry in XYZ format:
```
42
Properties=species:S:1:pos:R:3:forces:R:3
C -2.1630 3.7276 -2.4158 -0.08 0.18 -0.06
O -1.5508 2.5150 -2.0501 0.14 -0.25 0.12
C -0.4623 2.5566 -1.2301 0.14 -0.06 0.02
C 0.1299 3.7184 -0.7487 -0.32 0.02 -0.20
C 1.2271 3.6280 0.0936 0.07 -0.11 0.07
C 1.7351 2.3998 0.4608 0.09 -0.08 0.07
C 1.1548 1.2292 -0.0250 -0.12 0.47 -0.06
C 1.7284 -0.0654 0.4528 0.01 -0.12 -0.29
O 2.4303 -0.1266 1.4462 0.13 0.08 0.27
N 1.4279 -1.1520 -0.2907 -0.01 -0.05 -0.20
C 1.8534 -2.4896 0.0568 0.11 -0.35 -0.08
C 2.7663 -3.0437 -1.0378 -0.05 0.14 0.29
C 0.6471 -3.4083 0.2789 0.21 0.20 0.32
C -0.1923 -3.0289 1.5054 0.01 -0.10 -0.23
C -0.9721 -1.7536 1.3365 -0.08 0.00 0.18
C -1.9792 -1.6658 0.3818 0.02 -0.03 -0.01
C -2.7133 -0.5032 0.2306 -0.09 0.02 -0.06
C -2.4516 0.5919 1.0363 -0.10 0.08 0.06
C -1.4547 0.5143 1.9926 -0.10 0.07 0.06
C -0.7238 -0.6511 2.1436 -0.09 -0.08 0.06
C 0.0604 1.3153 -0.8702 0.11 0.09 -0.07
H -3.0130 3.4526 -3.0384 0.05 0.07 0.04
H -1.4846 4.3643 -2.9931 -0.02 -0.02 0.04
H -2.5203 4.2780 -1.5394 0.03 -0.01 -0.03
H -0.2538 4.6910 -1.0139 -0.06 0.06 -0.05
H 1.6800 4.5343 0.4678 0.04 0.06 0.02
H 2.5778 2.3169 1.1290 0.06 -0.01 0.06
H 0.8668 -1.0517 -1.1200 0.02 0.11 0.05
H 2.4186 -2.3868 0.9893 -0.10 -0.04 -0.14
H 3.6030 -2.3694 -1.2017 0.08 0.04 -0.04
H 2.2178 -3.1521 -1.9720 -0.05 -0.03 -0.13
H 3.1561 -4.0161 -0.7498 0.04 -0.14 -0.02
H 1.0184 -4.4262 0.4134 -0.01 -0.04 -0.08
H 0.0211 -3.3977 -0.6166 -0.02 -0.08 -0.09
H -0.8959 -3.8437 1.7011 0.05 0.02 0.08
H 0.4666 -2.9387 2.3706 -0.02 -0.06 0.06
H -2.1987 -2.5209 -0.2435 -0.02 -0.10 -0.06
H -3.4920 -0.4509 -0.5169 -0.06 0.00 -0.06
H -3.0232 1.5004 0.9176 -0.04 0.09 -0.02
H -1.2421 1.3649 2.6233 0.03 0.09 0.05
H 0.0545 -0.7009 2.8905 0.11 -0.01 0.06
H -0.4547 0.4448 -1.2449 -0.08 -0.12 0.00
```
Forces are in eV/Å.

As for the max |F|: 0.5 eV Å⁻¹. The value obtained for the highest occupied orbital energy is -0.313 Ha. As for the spin multiplicity: 1. The calculation puts the energy relative to the best compared isomer or geometry (same formula, charge and spin) at 0.26 kJ/mol. The energy is -24592.6335 eV. The total charge is 0. Its SMILES is COc1cccc(C(=O)N[C@H](C)CCc2ccccc2)c1. The value obtained for the LUMO energy is 0.75 eV. The calculation puts the orbital gap at 9.26 eV.